Record 1
{
  "formula": "BrH14O7",
  "method": "ωB97M-V/def2-TZVPD",
  "symbols": ["O", "H", "O", "H", "H", "H", "H", "H", "H", "H", "O", "H", "O", "H", "H", "H", "H", "O", "H", "O", "Br", "O"],
  "positions_angstrom": [[3.763, 6.672, 4.263], [4.478, 6.626, 3.628], [8.611, 5.215, 8.040], [3.909, 9.845, 7.037], [4.027, 6.074, 4.963], [7.351, 9.791, 7.074], [7.886, 5.822, 8.186], [6.869, 5.058, 5.797], [3.062, 3.282, 7.620], [3.726, 8.364, 7.289], [5.828, 5.785, 10.759], [7.927, 5.745, 4.959], [3.279, 9.206, 7.370], [5.872, 6.030, 9.834], [4.931, 5.477, 10.883], [8.488, 4.906, 7.142], [6.314, 8.992, 7.834], [2.870, 4.211, 7.745], [3.730, 4.630, 7.786], [6.839, 9.791, 7.883], [5.605, 6.622, 7.293], [7.639, 4.881, 5.257]],
  "e_above_lowest_ev": 0.454,
  "total_charge": -1,
  "total_energy_ha": -3109.226891
}

---

Record 2
{
  "formula": "C14H21FN5O",
  "method": "ωB97M-V/def2-TZVPD",
  "symbols": ["C", "H", "H", "H", "C", "H", "C", "C", "H", "H", "H", "H", "C", "H", "C", "C", "C", "F", "O", "H", "C", "H", "H", "C", "C", "H", "H", "N", "C", "H", "H", "N", "H", "C", "N", "H", "H", "H", "C", "N", "N", "H"],
  "positions_angstrom": [[-1.197, 3.466, 1.929], [2.865, -1.309, 3.373], [-3.542, 3.625, 1.039], [-2.078, 3.503, 2.657], [-2.969, 2.807, 0.451], [-4.853, -0.315, 0.747], [-4.192, 0.415, 0.164], [-3.355, -0.361, -0.967], [-3.368, 0.161, -1.992], [-0.769, -0.197, -2.364], [4.573, -2.504, -3.184], [-4.003, 1.617, 2.021], [3.561, 0.758, -2.968], [3.006, -1.072, 0.787], [1.707, -0.816, -1.669], [3.907, -1.613, -2.879], [-1.863, -0.729, -0.563], [4.577, -2.285, 2.647], [-1.565, 3.145, 0.564], [0.595, -2.197, 2.231], [2.489, -1.996, 1.230], [-3.897, -1.369, -1.140], [2.764, -3.192, 3.177], [2.257, 0.553, -2.183], [2.648, -2.010, -2.089], [3.905, 1.806, -3.296], [-3.366, 2.852, -0.617], [-1.301, -1.312, 0.635], [0.150, -1.422, 0.426], [2.736, -2.940, 0.608], [-4.924, 1.112, -0.399], [-0.716, -0.571, -1.409], [1.628, 1.488, -1.954], [3.130, -2.210, 2.700], [4.387, -0.348, -3.294], [-2.398, 0.859, 1.576], [-0.643, 4.480, 1.920], [-0.440, 2.697, 2.340], [-3.322, 1.359, 1.121], [0.481, -0.955, -0.891], [1.013, -1.887, 1.331], [2.381, -3.093, -1.816]],
  "total_charge": 1,
  "smiles": "COCCCCc1nc(NCCF)n(-c2ccncc2)[nH+]1",
  "total_energy_ha": -994.467804
}

---

Record 3
{
  "formula": "C37H29AuO5PSSb",
  "method": "ωB97M-V/def2-TZVPD",
  "symbols": ["C", "C", "H", "C", "C", "C", "H", "C", "H", "S", "Au", "H", "H", "H", "H", "C", "C", "P", "H", "C", "C", "H", "H", "O", "H", "H", "C", "H", "C", "C", "C", "H", "O", "C", "H", "H", "C", "C", "C", "H", "C", "C", "O", "C", "C", "C", "C", "Sb", "C", "C", "C", "C", "H", "H", "C", "C", "H", "C", "C", "O", "H", "H", "H", "O", "C", "C", "H", "C", "H", "C", "H", "H", "C", "H", "H"],
  "positions_angstrom": [[0.606, 4.578, 1.401], [-2.652, 1.498, 0.153], [-2.406, -3.259, 1.992], [-2.026, 2.778, 0.041], [0.517, 4.226, 0.054], [-0.879, 2.618, -2.984], [3.208, -2.487, -0.792], [-4.771, 2.649, 0.314], [-2.855, -4.344, 4.158], [1.856, -0.979, 1.649], [0.181, 0.842, 1.039], [1.014, 4.767, -1.971], [0.693, 1.175, -5.605], [5.021, -4.066, -1.445], [2.168, 0.379, -3.788], [3.041, -3.555, -0.804], [0.489, 1.459, -4.583], [-0.271, 2.626, -0.227], [-4.393, -4.873, -1.745], [0.691, -4.452, 2.651], [1.057, 5.052, -0.928], [-2.239, 4.900, 0.056], [-1.096, -5.037, -4.457], [2.321, 0.332, 2.095], [2.399, -7.357, -0.723], [2.076, 6.892, -1.304], [4.050, -4.440, -1.156], [1.672, 0.987, -1.446], [-3.356, -4.673, -1.973], [-2.558, -4.029, -1.040], [-2.757, 3.951, 0.110], [-1.027, -5.461, 5.384], [0.379, -1.033, 2.062], [-1.862, -4.387, 3.730], [1.269, 6.040, 2.811], [0.214, 3.892, 2.144], [1.064, 1.371, -2.257], [-0.021, 2.196, -1.970], [1.646, 6.248, -0.551], [0.324, -3.901, -2.790], [-1.506, -4.767, -3.495], [-0.342, -3.847, 1.951], [-2.052, -0.849, 0.169], [-2.829, -5.047, -3.197], [0.444, -5.030, 3.886], [3.819, -5.805, -1.134], [-0.617, 2.242, -4.291], [0.131, -2.773, 0.137], [2.580, -6.292, -0.752], [1.191, 5.773, 1.767], [-4.071, 1.474, 0.257], [-1.232, -3.791, -1.329], [-4.572, 0.521, 0.335], [1.700, -4.424, 2.262], [-0.708, -4.130, -2.560], [1.326, 1.018, -3.568], [0.597, -5.784, -0.105], [-1.920, 0.330, 0.368], [1.571, -5.412, -0.400], [2.546, -2.146, 2.089], [2.159, 7.549, 1.067], [-1.748, 3.215, -2.737], [-2.975, -3.715, -0.097], [1.787, -0.911, 0.140], [-1.614, -3.792, 2.503], [-4.130, 3.894, 0.268], [1.257, -5.477, 4.442], [1.702, 6.612, 0.786], [-5.844, 2.618, 0.416], [1.800, -4.042, -0.430], [-1.289, 2.542, -5.083], [4.604, -6.494, -1.412], [-0.834, -5.009, 4.421], [-4.706, 4.800, 0.363], [-3.452, -5.547, -3.924]],
  "e_above_lowest_ev": 1.481,
  "total_energy_ha": -2918.877871
}

---

Repeat the third record exactly.
{
  "formula": "C37H29AuO5PSSb",
  "method": "ωB97M-V/def2-TZVPD",
  "symbols": ["C", "C", "H", "C", "C", "C", "H", "C", "H", "S", "Au", "H", "H", "H", "H", "C", "C", "P", "H", "C", "C", "H", "H", "O", "H", "H", "C", "H", "C", "C", "C", "H", "O", "C", "H", "H", "C", "C", "C", "H", "C", "C", "O", "C", "C", "C", "C", "Sb", "C", "C", "C", "C", "H", "H", "C", "C", "H", "C", "C", "O", "H", "H", "H", "O", "C", "C", "H", "C", "H", "C", "H", "H", "C", "H", "H"],
  "positions_angstrom": [[0.606, 4.578, 1.401], [-2.652, 1.498, 0.153], [-2.406, -3.259, 1.992], [-2.026, 2.778, 0.041], [0.517, 4.226, 0.054], [-0.879, 2.618, -2.984], [3.208, -2.487, -0.792], [-4.771, 2.649, 0.314], [-2.855, -4.344, 4.158], [1.856, -0.979, 1.649], [0.181, 0.842, 1.039], [1.014, 4.767, -1.971], [0.693, 1.175, -5.605], [5.021, -4.066, -1.445], [2.168, 0.379, -3.788], [3.041, -3.555, -0.804], [0.489, 1.459, -4.583], [-0.271, 2.626, -0.227], [-4.393, -4.873, -1.745], [0.691, -4.452, 2.651], [1.057, 5.052, -0.928], [-2.239, 4.900, 0.056], [-1.096, -5.037, -4.457], [2.321, 0.332, 2.095], [2.399, -7.357, -0.723], [2.076, 6.892, -1.304], [4.050, -4.440, -1.156], [1.672, 0.987, -1.446], [-3.356, -4.673, -1.973], [-2.558, -4.029, -1.040], [-2.757, 3.951, 0.110], [-1.027, -5.461, 5.384], [0.379, -1.033, 2.062], [-1.862, -4.387, 3.730], [1.269, 6.040, 2.811], [0.214, 3.892, 2.144], [1.064, 1.371, -2.257], [-0.021, 2.196, -1.970], [1.646, 6.248, -0.551], [0.324, -3.901, -2.790], [-1.506, -4.767, -3.495], [-0.342, -3.847, 1.951], [-2.052, -0.849, 0.169], [-2.829, -5.047, -3.197], [0.444, -5.030, 3.886], [3.819, -5.805, -1.134], [-0.617, 2.242, -4.291], [0.131, -2.773, 0.137], [2.580, -6.292, -0.752], [1.191, 5.773, 1.767], [-4.071, 1.474, 0.257], [-1.232, -3.791, -1.329], [-4.572, 0.521, 0.335], [1.700, -4.424, 2.262], [-0.708, -4.130, -2.560], [1.326, 1.018, -3.568], [0.597, -5.784, -0.105], [-1.920, 0.330, 0.368], [1.571, -5.412, -0.400], [2.546, -2.146, 2.089], [2.159, 7.549, 1.067], [-1.748, 3.215, -2.737], [-2.975, -3.715, -0.097], [1.787, -0.911, 0.140], [-1.614, -3.792, 2.503], [-4.130, 3.894, 0.268], [1.257, -5.477, 4.442], [1.702, 6.612, 0.786], [-5.844, 2.618, 0.416], [1.800, -4.042, -0.430], [-1.289, 2.542, -5.083], [4.604, -6.494, -1.412], [-0.834, -5.009, 4.421], [-4.706, 4.800, 0.363], [-3.452, -5.547, -3.924]],
  "e_above_lowest_ev": 1.481,
  "total_energy_ha": -2918.877871
}